Density functional theory data (ωB97M-V/def2-TZVPD) for 7 unconnected molecules or ions with the total composition C23H41NO6 at a distorted geometry.

Output
largest force on an atom = 4.575 eV Å⁻¹
spin multiplicity = 1
HOMO energy = -9.7 eV
SMILES = c1ccncc1.CC(C)=O.CC(C)=O.CC(C)=O.CC(C)=O.CC(C)=O.CC(C)=O
gap between HOMO and LUMO = 9.81 eV
relative energy (zero: lowest compared OMol25 entry of this formula, charge and spin) = 0.00 kJ/mol
LUMO = 0.1 eV
E = -1407.083637 hartree

XYZ file:
```
71
Properties=species:S:1:pos:R:3:forces:R:3
N -1.1243 -1.0670 -0.3091 -1.57 -1.29 1.14
C -2.4943 -0.9067 -0.3200 1.24 -0.38 0.82
C -3.3812 -1.5535 0.5651 1.03 -0.54 -0.27
C -2.8628 -2.5211 1.4182 1.25 -0.53 -0.50
C -1.4768 -2.8168 1.3818 -0.97 1.54 -0.19
C -0.6615 -2.0201 0.5650 -1.24 0.10 -0.57
H -2.8898 -0.2313 -1.0642 0.13 0.21 -0.05
H -4.4555 -1.4433 0.5528 0.01 0.43 -0.28
H -3.5202 -3.1456 2.0048 -0.09 0.15 0.25
H -1.0334 -3.5495 2.0399 -0.03 -0.13 -0.10
H 0.3890 -2.2707 0.5750 0.29 0.49 -0.25
C 3.4513 2.1465 0.7184 0.65 -0.27 0.03
C 4.6426 1.2728 1.1337 -0.57 0.28 -1.29
O 5.5072 1.0500 0.3059 -0.27 0.01 0.88
C 4.6200 0.6606 2.4953 0.76 -0.68 0.34
H 3.6811 2.5017 -0.2862 -0.24 0.07 0.08
H 3.2758 2.9845 1.3930 0.03 -0.04 0.08
H 2.5599 1.5193 0.7096 -0.12 0.03 -0.02
H 4.7059 1.4191 3.2734 -0.08 0.05 0.00
H 5.4592 -0.0315 2.5639 0.17 0.20 0.10
H 3.7483 0.0403 2.7037 -0.35 0.34 -0.23
C -0.7246 1.1978 4.0173 0.71 1.13 -0.03
C -1.1861 2.6184 4.3034 -0.08 2.51 2.42
O -0.7336 3.3280 5.2525 -1.42 -2.53 -3.53
C -2.4393 3.0755 3.4559 0.49 0.07 1.08
H 0.2699 1.0431 4.4358 -0.18 -0.07 0.28
H -0.6145 1.1100 2.9365 -0.39 -0.40 -0.07
H -1.4462 0.5010 4.4437 0.03 -0.08 -0.25
H -2.3187 3.2166 2.3818 0.45 -0.48 0.01
H -2.8883 4.0039 3.8087 0.44 0.06 0.35
H -3.1952 2.3137 3.6469 -0.04 -0.23 -0.31
C 3.7988 -6.3474 0.4954 0.83 0.60 -0.68
C 5.0288 -5.7397 1.1935 -1.35 -0.48 1.91
O 5.0249 -4.6002 1.6055 0.18 -0.11 -0.75
C 6.1057 -6.7012 1.6763 1.14 0.25 0.32
H 3.1883 -7.0104 1.1085 0.51 -0.16 0.27
H 4.2141 -6.8894 -0.3542 -0.41 -0.31 -0.14
H 3.1220 -5.5753 0.1296 0.27 0.15 -0.01
H 5.7498 -7.5807 2.2128 -0.47 -0.13 -0.50
H 6.7406 -6.2092 2.4132 -0.27 0.48 0.05
H 6.8518 -6.9988 0.9395 -0.45 -0.26 -0.49
C -6.8767 4.0237 -1.2602 0.23 0.09 -0.50
C -7.8495 3.3329 -0.3551 -1.17 0.75 1.59
O -8.7912 3.9477 0.1506 1.37 -1.27 -0.91
C -7.4938 1.8894 -0.0177 0.05 0.05 -0.01
H -7.3717 4.6827 -1.9734 -0.10 -0.04 0.12
H -6.2254 3.3323 -1.7950 -0.07 -0.02 -0.01
H -6.2347 4.6463 -0.6370 0.03 0.05 0.09
H -7.9607 1.4408 0.8592 -0.43 0.42 -0.15
H -6.4198 1.8006 0.1457 0.14 0.14 -0.19
H -7.7240 1.2943 -0.9014 -0.01 -0.17 -0.04
C 3.3679 -1.7952 -2.9871 0.17 0.67 -0.02
C 2.7771 -3.0432 -3.5900 4.03 -0.98 1.66
O 3.4499 -4.0805 -3.5491 -1.11 1.14 0.03
C 1.5471 -2.9911 -4.2912 -2.44 -0.45 -1.78
H 4.1743 -1.9772 -2.2766 -0.34 -0.31 0.12
H 2.6466 -1.0743 -2.6024 -0.21 -0.25 0.24
H 3.8567 -1.2345 -3.7839 0.02 -0.07 -0.41
H 0.6967 -3.2329 -3.6536 0.00 0.09 0.24
H 1.6121 -3.7956 -5.0238 -0.31 0.07 -0.17
H 1.3170 -2.0518 -4.7939 0.17 0.09 0.15
C -0.5410 5.6761 -2.6249 0.13 0.45 0.75
C -1.0462 4.2806 -2.8156 -2.15 -1.41 -0.11
O -2.2063 3.9542 -2.5161 2.12 0.99 -0.23
C -0.1772 3.2557 -3.4979 0.00 -1.13 -0.35
H 0.5428 5.7915 -2.6390 -0.02 -0.28 -0.24
H -0.8754 6.0158 -1.6447 -0.12 0.04 0.01
H -0.9752 6.3690 -3.3457 -0.06 -0.19 -0.17
H 0.6717 2.8549 -2.9441 0.43 0.90 0.21
H 0.1210 3.5804 -4.4948 0.36 0.32 0.14
H -0.7007 2.3141 -3.6637 -0.71 0.28 0.02
```
Forces are in eV/Å.